{
  "formula": "C32H34IMgN6PS2",
  "method": "ωB97M-V/def2-TZVPD",
  "homo_ev": -6.92,
  "max_force_ev_per_a": 1.4,
  "total_energy_ha": -3203.8779,
  "homo_lumo_gap_ev": 6.996,
  "lumo_energy_ev": 0.073,
  "de_lowest_ev": 1.611,
  "species": ["Mg", "N", "C", "N", "C", "C", "S", "C", "C", "S", "C", "N", "N", "H", "H", "H", "H", "H", "H", "N", "C", "C", "C", "C", "C", "C", "C", "C", "C", "C", "C", "C", "H", "H", "H", "H", "H", "H", "H", "H", "H", "H", "C", "C", "C", "C", "C", "C", "H", "H", "H", "H", "H", "I", "C", "C", "C", "C", "N", "C", "H", "H", "H", "H", "C", "P", "C", "C", "H", "H", "H", "H", "H", "H", "H", "H", "H"],
  "xyz": [[0.06, 0.64, -0.05], [1.60, 0.43, 3.08], [2.33, 0.01, 2.04], [1.87, -0.21, 0.86], [2.83, -0.62, -0.02], [4.07, -0.77, 0.52], [4.05, -0.34, 2.20], [2.47, -0.81, -1.41], [3.36, -0.93, -2.43], [2.53, -1.05, -3.94], [1.02, -0.92, -3.05], [1.16, -0.81, -1.77], [-0.17, -1.01, -3.70], [0.67, 0.77, 2.86], [2.06, 0.76, 3.91], [4.98, -1.08, 0.06], [4.43, -0.93, -2.41], [-0.17, -0.79, -4.68], [-0.96, -0.69, -3.16], [-0.83, -0.68, 1.75], [-1.62, -0.38, 2.88], [-2.10, -1.42, 3.66], [-2.94, -1.20, 4.74], [-3.31, 0.10, 5.03], [-2.80, 1.15, 4.29], [-1.91, 0.95, 3.23], [-1.39, 2.13, 2.51], [-1.32, 3.33, 3.25], [-1.12, 4.54, 2.63], [-1.02, 4.57, 1.25], [-0.96, 3.38, 0.55], [-1.08, 2.11, 1.13], [-1.32, -0.42, 0.90], [-0.64, -1.68, 1.71], [-1.80, -2.44, 3.42], [-3.32, -2.03, 5.31], [-4.00, 0.30, 5.84], [-3.10, 2.15, 4.54], [-1.40, 3.31, 4.33], [-1.06, 5.45, 3.20], [-0.92, 5.51, 0.72], [-0.81, 3.46, -0.52], [2.52, 4.39, -2.07], [2.69, 3.99, -0.75], [2.04, 2.86, -0.28], [1.20, 2.07, -1.08], [1.10, 2.49, -2.41], [1.72, 3.62, -2.90], [2.98, 5.29, -2.43], [3.32, 4.56, -0.09], [2.16, 2.60, 0.77], [0.49, 1.91, -3.11], [1.58, 3.92, -3.93], [-3.38, 3.06, -4.01], [-3.30, 1.44, -2.66], [-4.36, 0.54, -2.56], [-4.19, -0.56, -1.72], [-2.99, -0.70, -1.04], [-2.00, 0.19, -1.11], [-2.17, 1.24, -1.90], [-5.27, 0.68, -3.11], [-4.97, -1.29, -1.62], [-2.81, -1.57, -0.42], [-1.35, 1.95, -1.90], [-1.00, -4.28, 0.83], [-0.18, -3.12, -0.38], [-0.86, -3.86, -1.94], [1.47, -3.96, -0.42], [-0.94, -5.31, 0.49], [-2.05, -4.00, 0.95], [-0.51, -4.20, 1.80], [-0.76, -4.95, -1.94], [-0.32, -3.45, -2.79], [-1.91, -3.60, -2.04], [1.37, -5.04, -0.51], [2.02, -3.73, 0.50], [2.04, -3.58, -1.26]]
}